Computed, not measured: a structure of composition C30H48P2SYb in a non-equilibrium geometry, with ωB97M-V with the def2-TZVPD basis set.

Last column: Löwdin spin population.
CARTESIAN COORDINATES (ANGSTROEM)
Yb (-0.098, -0.436, 1.991)  1.0041
C (-0.496, -2.758, 2.576)  0.0026
C (0.856, -2.850, 2.140)  -0.0004
C (0.792, -1.368, 3.913)  -0.0019
C (-0.545, -1.864, 3.693)  -0.0025
C (1.647, -1.986, 2.949)  0.0002
C (-1.663, -3.452, 1.983)  0.0009
H (-1.421, -3.875, 1.001)  0.0000
H (-2.519, -2.772, 1.861)  0.0002
H (-1.995, -4.279, 2.630)  0.0003
C (-1.785, -1.272, 4.240)  -0.0003
H (-2.659, -1.488, 3.606)  0.0000
H (-1.715, -0.173, 4.323)  0.0000
H (-1.990, -1.657, 5.248)  -0.0001
C (1.163, -0.217, 4.768)  0.0000
H (1.232, -0.528, 5.820)  0.0000
H (0.417, 0.599, 4.725)  0.0000
H (2.136, 0.205, 4.474)  0.0000
C (3.119, -1.818, 2.861)  0.0006
H (3.632, -2.412, 3.635)  0.0001
H (3.415, -0.770, 3.010)  0.0001
H (3.498, -2.152, 1.887)  0.0000
C (1.375, -3.748, 1.076)  -0.0001
H (1.787, -4.675, 1.512)  -0.0001
H (2.182, -3.266, 0.502)  0.0000
H (0.577, -4.039, 0.378)  0.0000
C (-1.917, 0.337, -5.550)  0.0000
C (-1.830, -0.985, -5.601)  0.0000
C (-0.850, -1.809, -6.394)  0.0000
C (0.443, -1.087, -6.835)  0.0000
C (1.251, -0.545, -5.690)  0.0000
C (1.145, 0.639, -5.075)  0.0000
C (0.197, 1.755, -5.409)  0.0000
C (-1.053, 1.367, -6.229)  0.0000
H (-1.335, -2.216, -7.298)  0.0000
H (0.224, -0.350, -7.617)  0.0000
H (-0.564, -2.683, -5.789)  0.0000
H (-0.773, 1.109, -7.257)  0.0000
H (-2.747, 0.805, -4.995)  0.0000
H (-2.600, -1.597, -5.104)  0.0000
H (-1.665, 2.280, -6.295)  0.0000
H (-0.139, 2.216, -4.465)  0.0000
H (1.876, 0.900, -4.298)  0.0000
H (0.729, 2.549, -5.960)  0.0000
H (1.073, -1.859, -7.305)  0.0000
H (2.047, -1.237, -5.385)  0.0000
P (-0.948, -0.555, -0.723)  -0.0008
P (1.885, 0.814, 0.370)  -0.0012
C (-0.051, 0.676, -1.730)  -0.0002
C (0.858, 1.630, -0.907)  -0.0002
H (-0.799, 1.227, -2.313)  0.0000
H (0.549, 0.129, -2.464)  0.0000
H (1.553, 2.177, -1.552)  0.0000
H (0.240, 2.384, -0.400)  0.0000
C (2.638, 2.121, 1.390)  -0.0002
H (3.292, 1.664, 2.150)  0.0000
H (1.861, 2.677, 1.939)  0.0000
H (3.234, 2.831, 0.799)  -0.0001
C (3.245, -0.013, -0.509)  0.0000
H (3.707, 0.625, -1.276)  0.0000
H (2.851, -0.919, -0.993)  0.0000
H (4.022, -0.344, 0.197)  0.0000
C (-2.668, 0.023, -0.543)  0.0001
H (-3.204, -0.634, 0.161)  0.0000
H (-3.200, 0.004, -1.502)  0.0000
H (-2.724, 1.035, -0.115)  0.0000
C (-1.032, -2.117, -1.649)  -0.0002
H (-0.037, -2.589, -1.634)  0.0000
H (-1.340, -1.965, -2.694)  0.0000
H (-1.724, -2.826, -1.164)  0.0000
S (-1.515, 1.806, 2.456)  -0.0005
C (-1.351, 2.839, 3.798)  -0.0001
C (-1.418, 2.444, 5.158)  -0.0001
C (-1.466, 3.433, 6.146)  0.0000
C (-1.426, 4.782, 5.788)  -0.0001
C (-1.319, 5.179, 4.448)  0.0000
C (-1.250, 4.209, 3.446)  -0.0001
H (-1.458, 1.380, 5.390)  0.0000
H (-1.534, 3.123, 7.192)  0.0000
H (-1.477, 5.551, 6.561)  0.0000
H (-1.285, 6.219, 4.139)  0.0000
H (-1.168, 4.446, 2.391)  0.0000

* total charge: +1
* HOMO-LUMO gap (alpha / beta): 0.271 / 0.269 Ha
* multiplicity: 2
* <S²>: 0.75



Computed, not measured: a structure of composition C30H49AgN2O6P2Te, with ωB97M-V with the def2-TZVPD basis set.

Last column: Löwdin charge in e.
CARTESIAN COORDINATES (ANGSTROEM)
Ag (0.064, 0.525, 0.769)  0.4435
C (-2.361, -3.097, -3.432)  -0.0375
C (-2.056, -3.563, -2.031)  -0.2214
C (-2.266, -4.888, -1.667)  -0.0540
C (-2.000, -5.326, -0.380)  -0.0827
C (-1.509, -4.432, 0.559)  -0.0418
C (-1.279, -3.100, 0.234)  -0.1977
C (-0.729, -2.134, 1.249)  -0.0627
C (-1.569, -2.674, -1.065)  -0.2260
N (-1.302, -1.333, -1.449)  0.1693
C (-2.239, -0.485, -1.448)  -0.2906
C (-3.668, -0.740, -1.037)  0.0217
C (-1.984, 0.904, -1.963)  -0.2878
C (-2.512, 1.178, -3.352)  0.0167
N (-1.432, 1.741, -1.195)  0.1203
C (-1.378, 3.120, -1.530)  -0.2277
C (-0.199, 3.689, -2.012)  -0.2134
C (1.021, 2.835, -2.223)  -0.0578
C (-0.175, 5.054, -2.272)  -0.0483
C (-1.290, 5.845, -2.042)  -0.0811
C (-2.444, 5.268, -1.538)  -0.0479
C (-2.510, 3.906, -1.271)  -0.2117
C (-3.760, 3.299, -0.684)  -0.0429
H (-2.367, -3.940, -4.123)  0.0776
H (-1.624, -2.370, -3.776)  0.0695
H (-3.344, -2.620, -3.486)  0.0763
H (-2.643, -5.583, -2.410)  0.1090
H (-2.164, -6.362, -0.112)  0.1005
H (-1.289, -4.769, 1.566)  0.1111
H (-0.475, -2.640, 2.180)  0.0884
H (-1.435, -1.332, 1.480)  0.0618
H (0.189, -1.669, 0.881)  0.0174
H (-3.731, -1.610, -0.386)  0.0916
H (-4.287, -0.928, -1.919)  0.0913
H (-4.070, 0.134, -0.522)  0.0839
H (-2.391, 0.297, -3.983)  0.0819
H (-1.989, 2.025, -3.793)  0.0894
H (-3.578, 1.421, -3.315)  0.0892
H (0.793, 1.938, -2.803)  0.0694
H (1.407, 2.493, -1.259)  0.0527
H (1.805, 3.396, -2.732)  0.0792
H (0.738, 5.499, -2.651)  0.1084
H (-1.254, 6.909, -2.240)  0.1011
H (-3.314, 5.883, -1.335)  0.1100
H (-4.406, 4.078, -0.282)  0.0802
H (-3.512, 2.610, 0.126)  0.0403
H (-4.334, 2.747, -1.434)  0.0725
C (3.129, 1.754, 3.751)  -0.0760
C (2.314, 1.190, 4.896)  -0.2735
O (0.960, 1.676, 4.848)  -0.2856
P (-0.147, 0.897, 3.992)  0.0699
O (0.360, -0.379, 3.413)  -0.3982
Te (-1.060, 2.404, 2.370)  0.4561
O (-1.226, 0.664, 5.161)  -0.2874
C (-2.444, -0.022, 4.837)  -0.3178
C (-3.044, -0.549, 6.122)  -0.0770
H (4.164, 1.413, 3.827)  0.0733
H (3.114, 2.844, 3.769)  0.0817
H (2.720, 1.418, 2.796)  0.0552
H (2.708, 1.515, 5.857)  0.1162
H (2.318, 0.101, 4.868)  0.1001
H (-2.235, -0.842, 4.146)  0.1022
H (-3.123, 0.677, 4.344)  0.0907
H (-2.311, -1.162, 6.649)  0.0786
H (-3.921, -1.161, 5.904)  0.0753
H (-3.339, 0.272, 6.775)  0.0768
C (4.689, 1.861, -1.450)  -0.0737
C (4.046, 0.702, -2.183)  -0.3105
O (3.683, -0.337, -1.272)  -0.3022
P (2.148, -0.519, -0.757)  0.8178
O (1.999, -2.121, -0.963)  -0.3062
C (1.751, -2.626, -2.286)  -0.2937
C (3.034, -3.081, -2.952)  -0.0691
O (2.324, -0.506, 0.846)  -0.3960
C (3.001, -1.476, 1.690)  -0.2488
C (4.497, -1.245, 1.730)  -0.0632
H (5.011, 2.621, -2.165)  0.0795
H (5.561, 1.518, -0.891)  0.0790
H (3.985, 2.316, -0.750)  0.0731
H (4.745, 0.265, -2.895)  0.1134
H (3.168, 1.042, -2.743)  0.0874
H (1.248, -1.863, -2.887)  0.1007
H (1.063, -3.460, -2.170)  0.1117
H (3.724, -2.249, -3.092)  0.0614
H (2.803, -3.514, -3.928)  0.0791
H (3.532, -3.840, -2.346)  0.0832
H (2.762, -2.477, 1.334)  0.1130
H (2.542, -1.335, 2.666)  0.0968
H (4.941, -1.387, 0.746)  0.0688
H (4.945, -1.959, 2.424)  0.0821
H (4.722, -0.235, 2.073)  0.0649

* total charge: 0
* HOMO-LUMO gap: 0.276 Ha



Computed, not measured: a structure of composition C30H49BInN7Si in a non-equilibrium geometry, with ωB97M-V with the def2-TZVPD basis set.

Last column: Löwdin charge in e.
CARTESIAN COORDINATES (ANGSTROEM)
In (-0.126, 0.606, 0.057)  0.8587
C (4.493, 0.288, -1.352)  -0.0491
C (3.914, 0.632, 0.025)  -0.3477
C (3.073, 1.898, -0.058)  -0.0754
C (3.164, -0.546, 0.569)  -0.2682
C (3.742, -1.789, 0.866)  -0.0066
C (2.702, -2.556, 1.335)  -0.0623
N (1.589, -1.812, 1.319)  -0.0287
N (1.868, -0.586, 0.863)  0.0655
B (0.264, -2.237, 1.948)  -0.5694
N (-0.867, -2.427, 0.940)  -0.0225
C (-1.565, -3.561, 0.830)  -0.0662
C (-2.580, -3.361, -0.076)  -0.0145
C (-2.440, -2.026, -0.480)  -0.2616
N (-1.402, -1.485, 0.156)  0.0786
C (-3.317, -1.326, -1.473)  -0.3522
C (-4.787, -1.575, -1.123)  -0.0604
C (-3.064, 0.173, -1.553)  -0.0912
N (-0.153, -1.198, 2.969)  -0.0332
C (-0.295, -1.457, 4.271)  -0.0599
C (-0.577, -0.279, 4.917)  -0.0067
C (-0.597, 0.682, 3.902)  -0.2719
N (-0.340, 0.104, 2.727)  0.0859
C (-0.813, 2.151, 4.057)  -0.3696
C (0.489, 2.888, 3.743)  -0.0536
C (-1.323, 2.494, 5.454)  -0.0705
H (5.195, 1.057, -1.664)  0.0809
H (3.697, 0.225, -2.091)  0.0753
H (5.017, -0.665, -1.322)  0.0743
H (4.758, 0.809, 0.706)  0.1443
H (2.313, 1.789, -0.832)  0.0443
H (3.706, 2.745, -0.314)  0.0906
H (2.583, 2.096, 0.896)  0.0661
H (4.769, -2.076, 0.760)  0.1075
H (2.682, -3.576, 1.664)  0.1223
H (0.431, -3.278, 2.503)  0.1244
H (-1.310, -4.426, 1.406)  0.1219
H (-3.298, -4.086, -0.401)  0.1056
H (-3.120, -1.768, -2.458)  0.1448
H (-5.017, -1.126, -0.160)  0.0900
H (-5.008, -2.638, -1.070)  0.0683
H (-5.430, -1.129, -1.879)  0.0794
H (-3.206, 0.629, -0.573)  0.0698
H (-3.765, 0.620, -2.254)  0.0886
H (-2.053, 0.375, -1.900)  0.0303
H (-0.190, -2.455, 4.645)  0.1174
H (-0.748, -0.148, 5.964)  0.0968
H (-1.559, 2.462, 3.325)  0.0961
H (1.238, 2.663, 4.500)  0.0883
H (0.327, 3.963, 3.722)  0.0815
H (0.858, 2.560, 2.770)  0.0462
H (-0.595, 2.208, 6.213)  0.0785
H (-2.256, 1.972, 5.659)  0.0835
H (-1.495, 3.566, 5.534)  0.0788
C (-0.064, -3.680, -2.681)  -0.0826
N (1.333, -3.313, -2.720)  -0.2612
C (2.171, -4.364, -2.180)  -0.0993
C (1.525, -2.058, -2.015)  -0.1825
C (1.065, -0.861, -2.804)  -0.2464
C (1.207, -0.839, -4.188)  -0.0415
C (0.800, 0.259, -4.924)  -0.0856
C (0.303, 1.376, -4.276)  -0.0888
C (0.198, 1.360, -2.897)  -0.1848
C (0.535, 0.245, -2.148)  -0.2023
H (-0.229, -4.568, -3.288)  0.0862
H (-0.651, -2.858, -3.088)  0.0850
H (-0.417, -3.881, -1.655)  0.0751
H (1.934, -5.299, -2.687)  0.0808
H (2.036, -4.511, -1.095)  0.0807
H (3.216, -4.122, -2.370)  0.0845
H (2.592, -1.950, -1.800)  0.1148
H (0.982, -2.064, -1.055)  0.0948
H (1.620, -1.704, -4.686)  0.1106
H (0.871, 0.244, -6.002)  0.0980
H (-0.005, 2.245, -4.839)  0.0989
H (-0.166, 2.236, -2.372)  0.0224
C (-2.123, 3.760, -1.770)  -0.2143
Si (-1.309, 3.197, -0.106)  0.5323
C (-2.711, 3.698, 1.115)  -0.2143
C (0.178, 4.388, 0.121)  -0.2316
H (-2.602, 4.724, -1.618)  0.0289
H (-2.886, 3.069, -2.113)  0.0120
H (-1.411, 3.885, -2.577)  0.0128
H (-2.844, 4.776, 1.102)  0.0294
H (-2.511, 3.421, 2.141)  -0.0163
H (-3.654, 3.246, 0.826)  0.0223
H (-0.149, 5.423, 0.173)  0.0260
H (0.851, 4.292, -0.727)  0.0189
H (0.739, 4.166, 1.022)  -0.0063

* total charge: 0
* HOMO-LUMO gap: 0.311 Ha



- Number 2 is which compound?
  C30H49AgN2O6P2Te



- The highest total charge belongs to which entry?
  C30H48P2SYb